Arrangement A

Formula: C18H38O
Source: the OMol25 dataset
Level of theory: ωB97M-V with the def2-TZVPD basis set

Summary:
**Molar mass**: 270.5 g/mol
**Multiplicity**: 1
**Charge**: 0
**Kohn-Sham gap**: 0.36772 Eh

Structure (XYZ):
```
57
C18H38O, DFT ωB97M-V with the def2-TZVPD basis set
C -3.169 -3.561 -0.613
C -1.659 -3.139 -1.093
C -0.659 -3.250 0.023
C 0.626 -2.837 -0.317
C 1.600 -3.251 0.676
C 2.907 -2.574 0.610
C 2.870 -1.088 0.736
C 4.338 -0.338 0.358
C 4.278 1.197 0.373
C 3.866 1.726 -0.866
C 2.619 2.968 -0.668
C 1.254 2.183 -0.437
C 0.222 2.886 -0.287
C -1.084 2.419 0.158
C -2.293 3.268 0.176
C -3.652 2.554 0.837
C -4.106 1.472 -0.302
C -3.844 0.112 0.003
O -4.237 -0.191 1.076
H -5.320 -0.079 1.262
H -2.777 0.016 -0.077
H -4.291 -0.357 -0.757
H -3.765 2.017 -1.284
H -5.294 1.777 -0.217
H -4.324 3.529 0.685
H -3.335 2.044 1.622
H -2.437 3.653 -0.626
H -1.990 4.174 1.046
H -1.392 1.611 -0.593
H -0.948 1.695 1.099
H 0.098 3.766 -1.139
H 0.389 3.738 0.512
H 1.503 1.566 0.614
H 1.086 1.247 -1.148
H 2.903 3.428 0.092
H 2.590 3.523 -1.584
H 3.523 0.979 -1.694
H 4.652 2.300 -1.092
H 5.322 1.583 0.684
H 3.585 1.641 1.386
H 4.941 -0.798 -0.260
H 4.806 -0.623 1.578
H 2.389 -0.659 1.523
H 2.315 -0.738 -0.240
H 3.545 -2.785 1.257
H 3.486 -2.911 -0.417
H 1.749 -4.264 1.007
H 1.321 -2.805 1.802
H 0.953 -3.177 -1.317
H 0.363 -1.664 -0.417
H -0.726 -4.359 0.230
H -1.165 -2.791 0.893
H -1.297 -3.634 -2.064
H -1.757 -2.156 -1.267
H -3.458 -3.039 0.260
H -3.866 -3.332 -1.320
H -3.254 -4.672 -0.479
```

Arrangement B

Formula: C18H38O
Source: the OMol25 dataset
Level of theory: ωB97M-V with the def2-TZVPD basis set

Summary:
**Molar mass**: 270.5 g/mol
**Multiplicity**: 1
**Charge**: 0
**Kohn-Sham gap**: 0.40598 Eh
**SMILES**: CCCCCCCCCCCCCCCCCCO

Structure (XYZ):
```
57
C18H38O, DFT ωB97M-V with the def2-TZVPD basis set
C -3.278 -3.140 -0.067
C -1.777 -3.397 -0.145
C -1.022 -2.141 -0.573
C 0.460 -2.369 -0.868
C 1.279 -2.712 0.375
C 2.773 -2.861 0.081
C 3.486 -1.552 -0.264
C 3.675 -0.636 0.944
C 4.319 0.701 0.573
C 3.366 1.688 -0.106
C 2.348 2.289 0.862
C 1.548 3.443 0.253
C 0.536 3.032 -0.818
C -0.635 2.222 -0.265
C -1.746 2.057 -1.301
C -2.919 1.211 -0.805
C -3.789 1.915 0.235
C -4.797 0.946 0.855
O -4.178 -0.103 1.564
H -3.801 -4.028 0.280
H -3.497 -2.322 0.616
H -3.668 -2.876 -1.048
H -1.418 -3.731 0.830
H -1.582 -4.198 -0.864
H -1.118 -1.388 0.213
H -1.496 -1.744 -1.474
H 0.564 -3.173 -1.601
H 0.858 -1.458 -1.320
H 0.917 -3.655 0.790
H 1.125 -1.942 1.133
H 3.263 -3.304 0.953
H 2.893 -3.559 -0.751
H 2.929 -1.028 -1.041
H 4.470 -1.789 -0.676
H 4.313 -1.147 1.670
H 2.716 -0.452 1.428
H 5.165 0.507 -0.093
H 4.716 1.170 1.476
H 2.850 1.192 -0.928
H 3.958 2.502 -0.533
H 1.663 1.518 1.213
H 2.885 2.671 1.735
H 2.249 4.159 -0.182
H 1.012 3.958 1.054
H 1.036 2.465 -1.605
H 0.141 3.943 -1.276
H -0.290 1.233 0.043
H -1.025 2.732 0.619
H -1.323 1.581 -2.189
H -2.112 3.043 -1.600
H -2.540 0.285 -0.372
H -3.549 0.941 -1.655
H -4.329 2.744 -0.223
H -3.163 2.323 1.033
H -5.385 0.459 0.074
H -5.484 1.496 1.516
H -3.592 0.281 2.226
```

Name the least stable of them. arrangement A.

Arrangement A

Formula: C2H2Cl2O2S
Source: the OMol25 dataset
Level of theory: ωB97M-V with the def2-TZVPD basis set

Summary:
**Molar mass**: 161.0 g/mol
**Multiplicity**: 1
**Charge**: 0
**Kohn-Sham gap**: 0.33599 Eh

Structure (XYZ):
```
9
C2H2Cl2O2S, DFT ωB97M-V with the def2-TZVPD basis set
C 0.507 0.759 0.011
C -0.763 -0.733 -0.106
O 3.012 1.202 0.074
O -2.052 -0.298 -0.026
S 1.997 0.170 0.276
Cl -0.444 -1.635 -1.597
Cl -0.337 -1.618 1.331
H 0.197 1.679 -0.619
H -2.117 0.474 0.657
```

Arrangement B

Formula: C2H2Cl2O2S
Source: the OMol25 dataset
Level of theory: ωB97M-V with the def2-TZVPD basis set

Summary:
**Molar mass**: 161.0 g/mol
**Multiplicity**: 1
**Charge**: 0
**Kohn-Sham gap**: 0.31771 Eh

Structure (XYZ):
```
9
C2H2Cl2O2S, DFT ωB97M-V with the def2-TZVPD basis set
C 0.345 0.158 -0.031
C -0.968 -0.365 0.510
O 2.831 0.788 0.135
O 0.515 0.590 -1.258
S 1.722 0.241 0.951
Cl -1.611 -1.679 -0.567
Cl -1.981 1.045 0.758
H -0.807 -0.908 1.356
H -0.047 0.128 -1.855
```

Name the least stable of them. arrangement A.

Arrangement A

Formula: C2H9NO2
Source: the OMol25 dataset
Level of theory: ωB97M-V with the def2-TZVPD basis set

Summary:
**Molar mass**: 79.1 g/mol
**Multiplicity**: 1
**Charge**: 0
**Kohn-Sham gap**: 0.39503 Eh
**SMILES**: NCO.CO

Structure (XYZ):
```
14
C2H9NO2, DFT ωB97M-V with the def2-TZVPD basis set
N -2.279 -1.131 -0.647
C -1.507 -0.510 0.338
O -1.649 -1.020 1.697
H -2.274 -2.161 -0.744
H -3.239 -0.853 -0.310
H -1.875 0.552 0.433
H -0.473 -0.482 0.060
H -0.821 -1.291 2.136
C 2.053 1.367 -0.576
O 3.253 0.984 0.158
H 2.448 1.877 -1.504
H 1.367 2.140 -0.021
H 1.413 0.464 -0.905
H 3.583 0.063 -0.116
```

Arrangement B

Formula: C2H9NO2
Source: the OMol25 dataset
Level of theory: ωB97M-V with the def2-TZVPD basis set

Summary:
**Molar mass**: 79.1 g/mol
**Multiplicity**: 1
**Charge**: 0
**Kohn-Sham gap**: 0.37524 Eh
**SMILES**: NCO.CO

Structure (XYZ):
```
14
C2H9NO2, DFT ωB97M-V with the def2-TZVPD basis set
N -0.883 1.796 -0.599
C -0.417 1.190 -1.830
O -0.476 -0.229 -1.840
H -1.896 1.854 -0.595
H -0.625 1.189 0.170
H -1.030 1.472 -2.680
H 0.616 1.514 -2.001
H 0.079 -0.550 -1.111
C 0.771 -1.257 2.101
O 0.921 -1.180 0.680
H 0.035 -2.013 2.367
H 1.726 -1.444 2.584
H 0.411 -0.282 2.447
H 0.768 -2.061 0.308
```

Arrangement C

Formula: C2H9NO2
Source: the OMol25 dataset
Level of theory: ωB97M-V with the def2-TZVPD basis set

Summary:
**Molar mass**: 79.1 g/mol
**Multiplicity**: 1
**Charge**: 0
**Kohn-Sham gap**: 0.32400 Eh
**SMILES**: C=CN.O.O

Structure (XYZ):
```
14
C2H9NO2, DFT ωB97M-V with the def2-TZVPD basis set
C -1.878 -0.620 0.451
C -0.669 -0.070 0.270
N -0.228 0.615 -0.843
H -2.860 -0.328 0.108
H -1.955 -1.063 1.438
H -0.086 0.097 1.172
H -0.377 0.268 -1.770
H 0.647 1.087 -0.720
O -0.535 1.911 5.484
H -0.559 1.653 4.546
H -0.056 1.167 5.873
O 3.125 -1.462 -5.133
H 2.954 -2.378 -5.343
H 2.477 -0.876 -5.533
```

Name the least stable of them. arrangement A.

Arrangement A

Formula: C4H5O2
Source: the OMol25 dataset
Level of theory: ωB97M-V with the def2-TZVPD basis set

Summary:
**Molar mass**: 85.1 g/mol
**Multiplicity**: 1
**Charge**: +1
**Kohn-Sham gap (alpha / beta)**: 0.31098 / 0.31106 Eh

Structure (XYZ):
```
11
C4H5O2, DFT ωB97M-V with the def2-TZVPD basis set
C -0.354 -1.347 -0.216
C 0.982 -0.923 0.246
C 0.540 1.154 -0.334
C -0.807 0.857 0.259
O -1.199 -0.354 -0.394
O 1.370 0.261 -0.193
H -0.687 -2.304 -0.475
H 1.584 -1.703 0.696
H 0.711 2.014 -0.984
H -0.627 0.729 1.300
H -1.512 1.616 0.095
```

Arrangement B

Formula: C4H5O2
Source: the OMol25 dataset
Level of theory: ωB97M-V with the def2-TZVPD basis set

Summary:
**Molar mass**: 85.1 g/mol
**Multiplicity**: 1
**Charge**: +1
**Kohn-Sham gap**: 0.34805 Eh

Structure (XYZ):
```
11
C4H5O2, DFT ωB97M-V with the def2-TZVPD basis set
C -1.240 0.769 0.524
C 1.349 0.454 -0.925
C -0.609 -0.552 0.238
C 0.967 -0.376 0.100
O 1.752 1.005 -1.824
O -0.694 1.863 0.606
H -2.418 0.556 0.521
H -0.917 -1.418 0.809
H -1.073 -0.751 -0.750
H 1.405 -1.398 -0.250
H 1.478 -0.152 0.951
```

Name the least stable of them. arrangement A.